Entry 1:
The following is a quantum chemistry calculation of a structure of composition C23H31AgBrFN4O4PS, from the Open Molecules 2025 dataset.

Properties
Kohn-Sham gap = 5.23 eV
Energy = -4975.4736 a.u.
Strongest force on any atom = 0.7 eV/Å

```
! wB97M-V def2-TZVPD RIJCOSX def2/J DEFGRID3
* xyz -1 1
Ag -0.111 1.682 0.574
Br -1.031 3.366 -1.234
C 3.548 3.661 0.930
C 3.685 2.606 -0.134
C 4.785 1.754 -0.163
C 4.905 0.778 -1.139
C 3.908 0.658 -2.095
C 2.802 1.499 -2.091
C 2.698 2.465 -1.107
S 4.127 -0.551 -3.364
O 4.806 -1.679 -2.788
O 4.698 0.104 -4.515
N 2.592 -0.958 -3.793
C 1.925 -2.113 -3.140
C 1.552 -1.821 -1.683
C 0.111 -1.325 -1.498
O -0.779 -1.828 -2.238
O -0.074 -0.464 -0.597
H 4.230 3.476 1.761
H 2.527 3.687 1.316
H 3.774 4.649 0.521
H 5.546 1.841 0.605
H 5.739 0.085 -1.146
H 2.014 1.358 -2.819
H 1.818 3.098 -1.077
H 2.554 -0.943 -4.805
H 2.539 -3.010 -3.221
H 1.000 -2.276 -3.685
H 2.212 -1.078 -1.250
H 1.654 -2.724 -1.078
C -5.201 -0.110 -1.384
N -3.804 -0.568 -1.736
C -3.552 -1.941 -1.102
N -3.781 -1.891 0.302
C -5.126 -1.419 0.586
N -5.401 -0.091 0.030
C -4.584 0.947 0.703
P -2.726 0.715 0.538
C -2.778 0.447 -1.295
C -2.750 -1.095 0.999
H -5.897 -0.806 -1.855
H -5.331 0.887 -1.801
H -3.710 -0.674 -2.744
H -2.520 -2.190 -1.342
H -4.250 -2.630 -1.582
H -5.264 -1.372 1.666
H -5.848 -2.127 0.172
H -4.848 0.958 1.762
H -4.845 1.925 0.294
H -1.794 0.085 -1.594
H -2.975 1.394 -1.794
H -2.897 -1.190 2.077
H -1.761 -1.491 0.764
F 1.672 -3.161 4.981
C 1.325 -1.948 4.459
C 2.313 -1.074 4.057
C 1.954 0.159 3.532
C 0.611 0.560 3.390
C 0.230 1.848 2.806
C -0.349 -0.377 3.820
C -0.006 -1.616 4.347
H 3.353 -1.365 4.152
H 2.731 0.837 3.192
H 0.967 2.627 2.995
H -0.747 2.180 3.157
H -1.399 -0.111 3.730
H -0.763 -2.320 4.673
*
```

---

Entry 2:
The following is a quantum chemistry calculation of a structure of composition C23H31BrNO2PtSTe, from the Open Molecules 2025 dataset.

Properties
Kohn-Sham gap (spin up / spin down) = 6.83 / 6.40 eV
Expectation value of S² = 2.014
Energy = -4459.8087 a.u.
Strongest force on any atom = 1.3 eV/Å

```
! wB97M-V def2-TZVPD RIJCOSX def2/J DEFGRID3
* xyz -1 3
Pt 16.154 6.425 9.786
C 22.997 6.971 12.608
C 22.257 5.723 13.116
C 22.308 5.740 14.639
C 23.047 4.492 12.641
C 20.825 5.675 12.561
C 20.632 5.657 11.186
C 19.359 5.512 10.670
Br 19.127 5.590 8.809
C 18.208 5.379 11.488
O 17.045 5.050 10.992
C 18.363 5.487 12.868
C 19.679 5.618 13.347
C 17.222 5.608 13.887
C 15.788 5.720 13.335
C 17.248 4.400 14.845
C 17.453 6.897 14.693
H 24.041 6.912 12.941
H 22.545 7.870 12.999
H 22.988 7.054 11.512
H 23.346 5.689 14.995
H 21.775 4.857 15.033
H 21.841 6.644 15.066
H 24.085 4.513 13.016
H 23.075 4.428 11.551
H 22.561 3.576 13.006
H 21.458 5.770 10.493
H 19.806 5.627 14.420
H 15.477 4.854 12.750
H 15.722 6.607 12.699
H 15.126 5.864 14.197
H 17.030 3.483 14.295
H 16.516 4.544 15.634
H 18.246 4.312 15.314
H 17.468 7.756 14.003
H 18.397 6.867 15.242
H 16.638 7.029 15.422
C 8.521 6.020 8.759
C 10.001 5.845 8.641
C 10.813 5.866 9.758
C 12.177 5.643 9.691
C 12.914 5.694 10.987
C 12.784 5.399 8.450
Te 14.859 4.938 8.230
C 11.982 5.377 7.296
C 12.525 5.073 5.914
C 10.606 5.613 7.408
H 8.230 6.166 9.795
H 8.012 5.131 8.366
H 8.177 6.885 8.188
H 10.354 6.033 10.717
H 12.206 5.725 11.820
H 13.554 6.576 11.045
H 13.600 4.833 11.103
H 13.284 5.796 5.644
H 11.741 5.146 5.168
H 12.966 4.068 5.866
H 10.012 5.596 6.494
O 17.456 10.485 8.614
S 17.079 9.079 8.536
N 16.600 8.454 9.791
*
```

---

Entry 3:
The following is a quantum chemistry calculation of a structure of composition C23H31Cl2MgN4O3, from the Open Molecules 2025 dataset.

Properties
Kohn-Sham gap = 5.05 eV
Energy = -2460.2517 a.u.
Energy above the lowest of the compared OMol25 structures with the same formula, charge and spin = 115.3 kcal/mol
Strongest force on any atom = 6.3 eV/Å

```
! wB97M-V def2-TZVPD RIJCOSX def2/J DEFGRID3
* xyz -1 1
O 0.269 -1.475 1.019
C 1.453 -1.935 1.400
C 1.629 -1.896 2.925
C 0.793 -1.102 3.692
H 0.006 -0.543 3.195
C 0.960 -1.029 5.075
H 0.303 -0.393 5.659
C 1.958 -1.769 5.698
H 2.089 -1.717 6.775
C 2.789 -2.586 4.930
H 3.565 -3.176 5.407
C 2.627 -2.648 3.550
H 3.276 -3.278 2.947
H 1.588 -3.004 1.109
C 2.686 -1.605 -0.779
C 2.577 -1.211 0.655
H 3.666 -1.396 -1.198
H 1.934 -1.058 -1.379
H 2.451 -2.651 -0.873
C 3.312 -0.202 1.285
C 4.347 0.660 0.635
H 3.114 -0.032 2.327
H 5.310 0.537 1.112
H 4.060 1.715 0.725
H 4.449 0.442 -0.428
Mg -0.165 0.086 -0.017
Cl -0.465 1.521 1.859
Cl 1.958 0.935 -0.373
C -0.377 2.731 -1.278
O -0.884 1.572 -1.311
N -0.865 3.741 -1.991
C -1.714 3.515 -3.143
C -0.549 5.110 -1.641
H 0.487 2.947 -0.640
H -1.933 2.451 -3.217
H -1.206 3.852 -4.056
H -2.647 4.080 -3.036
H -0.048 5.132 -0.666
H -1.466 5.709 -1.581
H 0.114 5.556 -2.390
H -0.582 -2.189 -4.894
H -1.822 -4.339 -3.745
C 0.174 -2.460 -4.150
C -1.038 -4.285 -2.983
N -0.466 -2.957 -2.942
H 0.778 -1.589 -3.908
C -0.461 -2.239 -1.823
O -0.071 -1.039 -1.762
H -1.466 -4.514 -2.003
H -0.805 -2.764 -0.917
H 0.822 -3.236 -4.568
H -0.264 -5.023 -3.224
N -6.788 -0.122 0.779
C -5.787 0.338 0.623
C -4.517 0.982 0.420
C -4.534 2.373 0.355
C -3.366 3.083 0.275
C -2.255 2.163 0.389
N -2.272 0.859 0.342
C -3.388 0.167 0.338
H -5.368 3.049 0.393
H -3.136 4.142 0.216
H -1.504 2.952 0.523
H -3.335 -0.941 0.281
*
```

---

Entry 4:
The following is a quantum chemistry calculation of an isolated molecule of C23H31N3O4S, from the Open Molecules 2025 dataset.

Properties
SMILES = COc1ccc(NC(=O)CCN2CCN(S(=O)(=O)c3ccc(C(C)C)cc3)CC2)cc1
Kohn-Sham gap = 8.59 eV
Energy = -1758.4419 a.u.
Energy above the lowest of the compared OMol25 structures with the same formula, charge and spin = 51.5 kcal/mol
Strongest force on any atom = 1.0 eV/Å

```
! wB97M-V def2-TZVPD RIJCOSX def2/J DEFGRID3
* xyz 0 1
C 11.048 0.872 0.308
O 10.088 1.506 -0.502
C 8.789 1.104 -0.403
C 7.882 1.765 -1.234
C 6.546 1.434 -1.214
C 6.075 0.433 -0.364
N 4.705 0.138 -0.393
C 4.007 -0.781 0.333
O 4.492 -1.515 1.164
C 2.527 -0.780 -0.021
C 1.795 -1.926 0.695
N 0.369 -2.016 0.471
C -0.006 -2.274 -0.906
C -1.485 -2.657 -0.949
N -2.305 -1.605 -0.386
S -2.594 -0.294 -1.400
O -1.693 0.805 -1.165
O -2.688 -0.803 -2.738
C -4.221 0.165 -0.823
C -5.257 -0.726 -1.021
C -6.524 -0.400 -0.570
C -6.762 0.808 0.079
C -8.150 1.151 0.562
C -8.167 1.338 2.081
C -8.674 2.402 -0.147
C -5.700 1.688 0.266
C -4.431 1.370 -0.184
C -1.883 -1.234 0.948
C -0.390 -0.897 1.002
C 6.975 -0.224 0.464
C 8.319 0.108 0.444
H 11.110 -0.200 0.094
H 11.998 1.343 0.062
H 10.837 1.019 1.372
H 8.253 2.537 -1.889
H 5.857 1.954 -1.864
H 4.176 0.696 -1.049
H 2.100 0.181 0.277
H 2.418 -0.881 -1.103
H 2.240 -2.875 0.383
H 1.960 -1.827 1.771
H 0.603 -3.097 -1.288
H 0.130 -1.391 -1.555
H -1.815 -2.805 -1.977
H -1.656 -3.565 -0.365
H -5.056 -1.654 -1.531
H -7.340 -1.091 -0.724
H -8.813 0.315 0.315
H -7.552 2.185 2.375
H -9.183 1.518 2.423
H -7.787 0.448 2.577
H -9.699 2.601 0.157
H -8.068 3.270 0.099
H -8.653 2.262 -1.225
H -5.863 2.632 0.764
H -3.598 2.044 -0.055
H -2.479 -0.373 1.256
H -2.098 -2.079 1.609
H -0.091 -0.732 2.039
H -0.232 0.029 0.428
H 6.623 -0.997 1.125
H 8.989 -0.424 1.101
*
```